CH4N2S | the ωB97M-V functional and the def2-TZVPD basis

The geometry in XYZ format:
```
8
Properties=species:S:1:pos:R:3:nbo_charge:R:1
C 0.491 -0.995 -0.049 -0.316
N -0.121 1.463 -0.011 -0.606
N -0.130 0.184 -0.034 -0.094
S -2.005 -0.197 0.040 0.084
H -0.051 -1.976 -0.151 0.220
H 1.580 -1.178 0.157 0.206
H 0.639 1.983 0.327 0.343
H -2.456 0.987 -0.671 0.163
```

As for the HOMO energy: -8.37 eV. As for the relative energy (zero: lowest compared OMol25 entry of this formula, charge and spin): 4.774 eV.